Entry from OMol25: a molecular structure, C5H11NO2 at a distorted geometry (wB97M-V/def2-TZVPD).

XYZ file:
```
19
Properties=species:S:1:pos:R:3:forces:R:3
O 2.07185 0.34753 -0.01809 -0.2 -0.5 0.0
O -1.23537 -1.30992 0.04541 0.8 0.0 0.8
N 0.34703 0.33923 -2.13440 -0.2 0.3 0.7
C 0.68234 0.51142 0.20885 0.0 1.4 -0.6
C -0.06330 -1.21981 0.57206 -1.8 -1.2 -1.0
C -0.09377 0.80369 -0.96332 1.0 -0.7 0.0
C 0.06866 -1.49296 2.06129 0.2 0.8 0.1
C -1.42941 1.43940 -0.87537 -0.2 -0.6 0.3
H 0.01447 -2.56780 2.23706 0.0 0.0 -0.1
H -0.31979 0.10615 -2.85501 0.1 0.2 0.0
H 0.46154 1.16042 1.05454 -0.1 -0.2 0.1
H 0.74901 -1.76150 0.02772 0.2 0.6 -0.1
H -1.33449 2.52299 -0.97906 0.1 -0.1 0.1
H 2.53620 1.15294 0.23295 -0.1 0.0 0.0
H -2.12174 1.06712 -1.63161 0.1 0.0 -0.1
H -0.74413 -1.00466 2.60135 0.0 -0.1 0.0
H 1.02375 -1.12675 2.44440 0.1 -0.1 0.1
H 1.24173 -0.13442 -2.12379 -0.1 0.0 -0.1
H -1.85457 1.16693 0.09502 0.0 0.2 -0.1
```
Positions in Å, forces in eV/Å.

Highest occupied orbital energy   -7.54 eV
Gap between HOMO and LUMO   7.995 eV
Energy   -10946.1315 eV
LUMO   0.46 eV
ΔE to the lowest compared entry with this formula, charge and spin   302.5 kJ/mol

Here are the natural (NBO) charges for atoms 1 to 2, given in e: O -0.734; O -0.798